One molecule with the formula C2H3NOS2 at a distorted geometry. Source: the Open Molecules 2025 dataset; level of theory: ωB97M-V/def2-TZVPD.

Calculated values
DFT total energy: -27329.523 eV
SMILES: O=C(C=S)NS

The geometry in XYZ format:
```
9
Properties=species:S:1:pos:R:3:forces:R:3:nbo_charge:R:1
O -1.81057 -1.02356 0.37397 0.218 0.214 -0.082 -0.548
C -0.72572 -0.52486 0.18376 0.461 0.153 -0.318 0.611
C 0.21238 -0.25162 1.32712 0.170 0.309 0.074 -0.363
S 0.62491 1.23265 1.76861 -0.143 -0.035 0.029 0.130
N -0.28678 -0.10743 -1.06504 -1.666 -0.448 0.323 -0.794
S 1.26478 0.26914 -1.53422 0.358 0.111 -0.170 0.230
H 0.56247 -1.09941 1.89362 -0.099 -0.385 0.116 0.219
H -1.05231 -0.06104 -1.73731 0.458 -0.158 0.052 0.414
H 1.21084 1.56614 -1.21049 0.244 0.239 -0.025 0.102
```
Positions in Å, forces in eV/Å.

A 2-piece molecular cluster, C2H3NOS2 overall at a distorted geometry. Source: the Open Molecules 2025 dataset; level of theory: ωB97M-V/def2-TZVPD.

Calculated values
DFT total energy: -27327.762 eV
SMILES: C#[N+][S-].O=CS

The geometry in XYZ format:
```
9
Properties=species:S:1:pos:R:3:forces:R:3:nbo_charge:R:1
C 2.15396 1.26453 0.33245 1.533 -4.106 -2.043 0.124
N 2.43828 0.33336 -0.32430 -1.014 2.516 2.015 -0.390
S 2.68702 -0.99332 -1.09841 0.460 -1.285 -0.785 0.043
H 1.81065 2.18858 0.50861 -0.972 2.852 0.808 0.231
O -2.90868 0.83940 0.21820 0.762 -2.410 0.842 -0.513
C -2.30792 -0.21232 0.32141 1.001 1.641 -2.208 0.300
S -0.86824 -0.61588 -0.77656 -1.150 1.776 -0.171 -0.049
H -2.38299 -1.12334 0.91663 -1.093 0.401 0.868 0.143
H -0.62208 -1.68102 -0.09804 0.473 -1.385 0.675 0.110
```
Positions in Å, forces in eV/Å.

One molecule with the formula C2H3NOS2 at a distorted geometry. Source: the Open Molecules 2025 dataset; level of theory: ωB97M-V/def2-TZVPD.

Calculated values
DFT total energy: -27326.335 eV

The geometry in XYZ format:
```
9
Properties=species:S:1:pos:R:3:forces:R:3:nbo_charge:R:1
C -0.93405 -0.61147 -0.03845 -2.218 -1.680 -0.698 0.019
C -0.16932 0.63107 -0.18267 1.681 -0.435 1.555 -0.105
N -2.19242 -0.73839 -0.05602 0.747 1.398 0.640 -0.513
O -0.93213 1.67871 -0.56140 -1.835 2.735 -1.005 -0.619
S -3.60599 -1.36861 -0.03325 -0.368 -0.393 -0.067 0.287
S -2.25950 2.30857 0.19748 1.013 -0.750 0.036 0.325
H -0.45248 -1.51484 -0.32749 1.152 -0.864 0.322 0.182
H 0.42167 0.86908 0.80929 -0.620 -0.526 -2.019 0.206
H 0.41914 0.40190 -1.11193 0.448 0.515 1.236 0.220
```
Positions in Å, forces in eV/Å.

Copy entry 3 word for word.
One molecule with the formula C2H3NOS2 at a distorted geometry. Source: the Open Molecules 2025 dataset; level of theory: ωB97M-V/def2-TZVPD.

Calculated values
DFT total energy: -27326.335 eV

The geometry in XYZ format:
```
9
Properties=species:S:1:pos:R:3:forces:R:3:nbo_charge:R:1
C -0.93405 -0.61147 -0.03845 -2.218 -1.680 -0.698 0.019
C -0.16932 0.63107 -0.18267 1.681 -0.435 1.555 -0.105
N -2.19242 -0.73839 -0.05602 0.747 1.398 0.640 -0.513
O -0.93213 1.67871 -0.56140 -1.835 2.735 -1.005 -0.619
S -3.60599 -1.36861 -0.03325 -0.368 -0.393 -0.067 0.287
S -2.25950 2.30857 0.19748 1.013 -0.750 0.036 0.325
H -0.45248 -1.51484 -0.32749 1.152 -0.864 0.322 0.182
H 0.42167 0.86908 0.80929 -0.620 -0.526 -2.019 0.206
H 0.41914 0.40190 -1.11193 0.448 0.515 1.236 0.220
```
Positions in Å, forces in eV/Å.